This record from OMol25 describes a single C2H5N3OS molecule. The level of theory is ωB97M-V/def2-TZVPD.

## Properties
- E: -716.77837 hartree
- Multiplicity: 1
- Strongest force on any atom: 5.3 eV/A
- HOMO level: -0.3214 hartree
- E_LUMO: -0.0129 Ha
- Energy above the lowest of the compared OMol25 structures with the same formula, charge and spin: 426.23 kJ/mol

Structure (XYZ):
```
12
Properties=species:S:1:pos:R:3:lowdin_charge:R:1
C 0.22863 0.27019 -0.22177 -0.380
C 1.52612 -0.62221 -0.17605 -0.789
H -2.41047 -1.34291 0.58065 0.211
H -2.36308 0.54463 0.31860 0.099
H 1.24182 2.00519 0.41621 0.110
H -0.41624 2.38275 -0.50434 0.183
H 0.40130 -1.98385 -0.01747 0.124
N -2.12562 -0.39000 -0.21443 -0.048
N -0.79282 -0.64521 -0.21457 -0.152
N 0.23326 1.61976 0.09968 0.029
O 1.44622 -1.94456 0.05966 -0.043
S 3.03087 0.10622 -0.12618 0.657
```

***

This record from OMol25 describes a single C2H5N3OS molecule. The level of theory is ωB97M-V/def2-TZVPD.

## Properties
- E: -716.83522 hartree
- Multiplicity: 1
- Strongest force on any atom: 3.8 eV/A
- HOMO level: -0.3462 hartree
- E_LUMO: -0.0173 Ha
- Energy above the lowest of the compared OMol25 structures with the same formula, charge and spin: 276.96 kJ/mol

Structure (XYZ):
```
12
Properties=species:S:1:pos:R:3:lowdin_charge:R:1
C 0.51078 -0.19097 -0.50700 -0.473
C -1.04419 -1.40189 0.88150 -0.646
H 0.00323 2.18756 0.81974 0.065
H -1.11074 1.95900 -0.33348 0.093
H 1.55437 1.41811 -1.12912 0.098
H 1.22977 -1.97704 -0.52190 -0.023
H -1.94648 -1.04538 1.36679 0.068
N -0.10274 2.15823 -0.17571 0.011
N 0.67201 1.17601 -0.81937 -0.028
N 1.48445 -1.01191 -0.65196 0.144
O -0.76055 -0.36290 0.00340 -0.062
S -0.48992 -2.90881 1.06709 0.752
```

***

This record from OMol25 describes a single C2H5N3OS molecule. The level of theory is ωB97M-V/def2-TZVPD.

## Properties
- E: -716.87345 hartree
- Multiplicity: 1
- Strongest force on any atom: 5.0 eV/A
- HOMO level: -0.3073 hartree
- E_LUMO: 0.0217 Ha
- Energy above the lowest of the compared OMol25 structures with the same formula, charge and spin: 176.58 kJ/mol

Structure (XYZ):
```
12
Properties=species:S:1:pos:R:3:lowdin_charge:R:1
C 0.75323 0.11812 0.43588 -0.537
C -1.04803 0.26693 -1.08490 -0.979
H 2.17102 0.77192 1.72224 0.051
H 1.29902 2.04863 0.93320 0.123
H 1.27382 -1.24259 1.71305 0.127
H -1.03956 -1.82796 -0.51991 0.109
H -2.55942 -1.08527 -1.33038 0.170
N 1.58887 1.07041 1.03494 0.161
N 0.86835 -1.16054 0.64065 0.095
N -1.50218 -0.98060 -0.92333 0.069
O 0.02721 0.69848 -0.50653 0.001
S -1.83232 1.32248 -2.11491 0.610
```

***

This record from OMol25 describes a single C2H5N3S molecule. The level of theory is ωB97M-V/def2-TZVPD.

## Properties
- E: -641.61350 hartree
- Multiplicity: 1
- Strongest force on any atom: 5.1 eV/A
- HOMO level: -0.3141 hartree
- E_LUMO: 0.0068 Ha
- Energy above the lowest of the compared OMol25 structures with the same formula, charge and spin: 185.20 kJ/mol

Structure (XYZ):
```
11
Properties=species:S:1:pos:R:3:lowdin_charge:R:1
C -0.65108 -0.46894 0.13867 -0.196
C 0.72545 0.17267 0.16254 -0.942
H -3.77708 0.22534 0.11318 0.139
H -2.96817 -1.35559 -0.07996 0.099
H -0.64296 -1.54749 0.26561 0.098
H 1.58868 1.96138 -0.26927 0.122
H -0.22308 1.99770 -0.17986 0.062
N -2.88707 -0.33137 -0.14395 -0.017
N -1.70210 0.24001 0.02396 -0.073
N 0.63822 1.55062 0.03416 0.028
S 2.07706 -0.60741 -0.06600 0.680
```

***

This record from OMol25 describes a single C2H5N3S molecule. The level of theory is ωB97M-V/def2-TZVPD.

## Properties
- E: -641.60013 hartree
- Multiplicity: 1
- Strongest force on any atom: 4.4 eV/A
- HOMO level: -0.3344 hartree
- E_LUMO: 0.0277 Ha
- Energy above the lowest of the compared OMol25 structures with the same formula, charge and spin: 220.29 kJ/mol

Structure (XYZ):
```
11
Properties=species:S:1:pos:R:3:lowdin_charge:R:1
C -0.02813 -0.81185 0.74293 -0.424
C 0.56586 0.03212 -1.45543 -0.258
H -1.85868 1.72675 2.18874 -0.167
H 0.57957 -1.58905 1.34517 0.148
H -0.09721 -1.88695 -0.98032 0.131
H 0.72719 -0.27574 -2.52024 0.114
H 1.12426 1.21375 -0.05840 0.011
N -0.49178 0.07389 1.43888 -0.393
N -0.27806 -0.90679 -0.62767 -0.001
N 1.21663 1.06163 -1.06663 0.081
S -1.45965 1.36223 0.99297 0.756
```

***

This record from OMol25 describes a single C2H5N3S2 molecule. The level of theory is ωB97M-V/def2-TZVPD.

## Properties
- E: -1039.77289 hartree
- Multiplicity: 1
- Strongest force on any atom: 5.1 eV/A
- HOMO level: -0.3218 hartree
- E_LUMO: -0.0056 Ha
- Energy above the lowest of the compared OMol25 structures with the same formula, charge and spin: 290.05 kJ/mol

Structure (XYZ):
```
12
Properties=species:S:1:pos:R:3:lowdin_charge:R:1
C 0.23827 0.18488 -1.00050 -0.991
C -1.36146 -0.65656 0.53312 -0.456
H 1.52736 -1.39881 -1.40912 0.128
H -0.07034 -1.94827 -0.47894 0.222
H -1.70122 0.81695 -0.85144 0.180
H -2.35744 -1.09979 0.20089 0.146
H 0.46027 0.75925 1.16198 -0.096
N 0.72883 -1.06193 -0.77546 0.012
N -0.90771 0.40193 -0.24127 -0.072
N -0.93541 -1.04619 1.64612 -0.361
S 0.76308 1.19157 -2.28057 0.537
S 0.27945 -0.08882 2.26653 0.751
```

***

This record from OMol25 describes a molecular structure, C2H5N3S2. The level of theory is ωB97M-V/def2-TZVPD.

## Properties
- E: -1039.75075 hartree
- Multiplicity: 1
- Strongest force on any atom: 5.4 eV/A
- HOMO level: -0.3089 hartree
- E_LUMO: 0.0045 Ha
- Energy above the lowest of the compared OMol25 structures with the same formula, charge and spin: 348.17 kJ/mol

Structure (XYZ):
```
12
Properties=species:S:1:pos:R:3:lowdin_charge:R:1
C -1.51036 -0.43226 -0.09995 -1.254
C 2.17449 -1.08834 -0.23860 -0.156
H 0.55231 1.75202 0.07527 0.114
H -0.50722 1.42134 1.35107 0.048
H -2.16239 1.36493 -0.60654 0.083
H 2.37866 -1.97422 0.47979 0.082
H 3.00273 -0.64943 -0.95412 0.098
N -0.48542 1.73587 0.41182 0.001
N -1.35824 0.89876 -0.33813 -0.142
N 0.98266 -0.51931 -0.46587 -0.375
S -2.91082 -1.21674 -0.10055 0.624
S -0.15640 -1.29263 0.48582 0.877
```

***

This record from OMol25 describes a single C2H5N3S2 molecule. The level of theory is ωB97M-V/def2-TZVPD.

## Properties
- E: -1039.71154 hartree
- Multiplicity: 1
- Strongest force on any atom: 4.1 eV/A
- HOMO level: -0.3251 hartree
- E_LUMO: 0.0063 Ha
- Energy above the lowest of the compared OMol25 structures with the same formula, charge and spin: 451.11 kJ/mol

Structure (XYZ):
```
12
Properties=species:S:1:pos:R:3:lowdin_charge:R:1
C 1.06037 -1.48038 -1.07778 -0.536
C 0.53020 -0.70439 1.25023 -0.878
N 1.22485 -0.22576 -0.99599 -0.086
N 0.73727 0.29674 0.16599 -0.157
N -0.88741 0.75377 -0.36623 0.053
S 0.63440 -2.38428 0.30026 0.873
S -0.98317 -0.51483 2.14873 0.677
H 1.19721 -2.14493 -1.90844 0.061
H 1.33002 -0.79936 1.94047 0.034
H -0.57598 0.58245 -1.29828 0.033
H -0.89232 1.71552 -0.18409 0.033
H -1.62082 0.27506 1.16811 -0.106
```